1.
C44H46N5O3PPmS2 | wB97M-V/def2-TZVPD

## Properties
- Orbital gap (spin up / spin down): 0.248 / 0.248 Ha
- Net charge: +1
- Expectation value of S²: 6.01
- Spin multiplicity: 5

Each line ends with the Löwdin charge.
Positions of all 102 atoms, in Å:
Pm 0.528158 -0.271831 -0.188397  1.13
C 1.548633 -1.184517 3.082198  -0.09
C 0.337169 -0.476164 3.688074  -0.37
C 0.448827 -0.603884 5.208749  -0.06
C 0.286605 0.991534 3.199842  -0.25
C -0.471752 1.959372 4.134607  -0.07
O -1.476633 2.518689 3.311541  0.02
C -1.389247 1.974370 2.095577  -0.32
N -0.430850 1.130552 1.911007  0.06
C -2.435322 2.495627 1.200140  -0.14
C -3.553117 3.026810 1.864840  0.00
C -4.551727 3.696554 1.189618  -0.04
C -4.429427 3.907307 -0.174877  -0.03
C -3.355316 3.362826 -0.847538  -0.09
C -2.374725 2.614761 -0.195005  -0.29
P -1.081094 1.897153 -1.289050  1.03
C -0.518576 3.540338 -1.892772  -0.36
C 0.169323 4.324580 -0.966426  -0.12
C 0.555369 5.612895 -1.286847  -0.07
C 0.260008 6.129112 -2.539985  -0.07
C -0.418217 5.352084 -3.462084  -0.06
C -0.812865 4.063549 -3.144949  -0.08
C -2.115088 1.260292 -2.664113  -0.38
C -3.440263 0.863909 -2.492752  -0.10
C -4.139938 0.296594 -3.542176  -0.07
C -3.527741 0.096442 -4.768594  -0.07
C -2.211455 0.484058 -4.947704  -0.06
C -1.505491 1.054389 -3.902617  -0.16
H 1.444612 -2.263648 3.186313  0.09
H 2.457433 -0.880824 3.602887  0.09
H 1.657746 -0.931811 2.013819  -0.03
H -0.580223 -0.978149 3.356364  0.13
H 1.227914 0.048979 5.592532  0.10
H 0.721652 -1.626997 5.453751  0.09
H -0.480378 -0.385966 5.725381  0.07
H 1.318594 1.337216 3.058141  0.15
H 0.158314 2.766065 4.512156  0.14
H -0.956601 1.468191 4.979639  0.12
H -3.634337 2.902429 2.932915  0.12
H -5.401506 4.084874 1.729175  0.11
H -5.162549 4.487328 -0.713663  0.12
H -3.264203 3.513653 -1.914106  0.11
H 0.385075 3.909362 0.012452  0.10
H 1.074835 6.222056 -0.561174  0.11
H 0.561365 7.131046 -2.802079  0.11
H -0.648173 5.752425 -4.436469  0.11
H -1.356250 3.481623 -3.875538  0.10
H -3.940686 0.998938 -1.543550  0.11
H -5.172417 0.013408 -3.404189  0.11
H -4.073604 -0.362179 -5.578804  0.11
H -1.729794 0.333762 -5.901793  0.12
H -0.465102 1.314859 -4.040160  0.08
C -2.718158 -1.087544 0.770579  -0.02
C -2.612800 -1.666374 -0.611936  -0.34
C -3.662162 -2.458152 -1.103777  -0.01
C -3.588500 -2.951702 -2.376108  0.01
C -2.463871 -2.665615 -3.174615  -0.16
C -2.333258 -3.162220 -4.482118  -0.04
C -1.181752 -2.922002 -5.189858  -0.07
C -0.166250 -2.151241 -4.638735  -0.11
C -0.268915 -1.590389 -3.373421  -0.62
S 1.002369 -0.551890 -2.832320  0.55
C -1.431620 -1.867185 -2.591495  -0.23
N -1.535027 -1.381229 -1.326402  0.01
H -3.389094 -1.689982 1.379126  0.09
H -3.126724 -0.075876 0.716353  0.08
H -1.736088 -1.043829 1.254529  0.02
H -4.510538 -2.669611 -0.469650  0.12
H -4.374375 -3.576283 -2.775463  0.13
H -3.137217 -3.742599 -4.908471  0.12
H -1.053971 -3.332253 -6.179827  0.11
H 0.739285 -1.967443 -5.194317  0.11
N 2.286936 1.695573 -0.662884  -0.04
H 2.106383 1.930926 -1.644516  0.02
H 3.137164 1.115306 -0.675008  0.00
H 2.537714 2.572493 -0.205378  0.05
O 7.778579 0.632342 4.159263  0.12
C 7.534174 -0.603044 3.670527  -0.49
O 8.157875 -1.549968 4.066892  0.13
C 6.455496 -0.710051 2.659273  -0.14
C 6.457458 -1.822565 1.814090  0.00
C 5.432590 -2.022419 0.924010  -0.11
C 4.351964 -1.134074 0.865364  -0.68
S 3.054458 -1.489233 -0.240900  0.51
C 4.367367 -0.002095 1.686565  -0.14
C 5.412596 0.210681 2.560954  -0.03
H 7.265897 1.308188 3.698174  0.09
H 7.286473 -2.509269 1.871861  0.12
H 5.439677 -2.866691 0.254264  0.10
H 3.551841 0.716339 1.634996  0.08
H 5.388814 1.091928 3.192292  0.11
C -0.232608 -5.848715 1.430165  -0.02
N 0.785375 -4.900717 1.017737  -0.18
C 2.184142 -5.232200 1.227353  -0.01
C 0.459545 -3.676456 0.801334  -0.25
N 0.167656 -2.569071 0.611521  0.07
H 0.048489 -6.843427 1.085639  0.10
H -1.190103 -5.572439 0.985719  0.10
H -0.333048 -5.865935 2.520627  0.10
H 2.420241 -6.147689 0.684485  0.10
H 2.386262 -5.389392 2.290529  0.10
H 2.812299 -4.418950 0.858673  0.08

Atoms 1-2, force components in eV/Å:
Pm 0.408 -0.253 0.039
C -0.437 0.321 -0.164


2.
C4H12 | wB97M-V/def2-TZVPD

## Properties
- Orbital gap (spin up / spin down): 0.480 / 0.151 Ha
- Net charge: +1
- Expectation value of S²: 0.75
- Spin multiplicity: 2

Each line ends with the Löwdin charge.
Positions of all 16 atoms, in Å:
C -0.704587 1.787333 -0.828893  -0.12
C -0.168516 1.516406 -2.194253  -0.12
H -0.233461 1.141918 -0.018405  0.08
H -0.530117 2.811589 -0.507764  0.09
H -1.758708 1.601891 -0.590585  0.09
H 0.742201 2.095817 -2.298569  0.08
H 0.007091 0.469561 -2.461949  0.08
H -0.844881 1.868877 -2.991540  0.11
C 1.093687 -1.872592 1.783629  -0.06
C -0.214933 -1.516157 1.170983  -0.01
H 1.536390 -1.055712 2.282999  0.08
H 0.999779 -2.813077 2.337361  0.13
H 1.846604 -2.025951 0.955268  0.16
H -0.742123 -1.236344 2.145213  0.19
H -0.681192 -2.258790 0.542216  0.11
H -0.347233 -0.514762 0.674289  0.10

Atoms 1-2, force components in eV/Å:
C -0.803 0.041 0.593
C 0.094 0.117 -0.168


3.
ClH2NO2Si | wB97M-V/def2-TZVPD

## Properties
- SMILES string: O=[SiH2].O=NCl
- Orbital gap: 0.345 Ha
- Net charge: 0

Each line ends with the Löwdin charge.
Positions of all 7 atoms, in Å:
N 2.318510 -4.698038 -0.554046  -0.45
O 2.328803 -4.012876 -1.518860  -0.06
O -0.898052 1.062027 0.164471  -0.43
Si -0.793239 -0.420787 0.181316  0.62
Cl 0.789883 -4.878747 0.240848  0.52
H -1.251862 -1.275385 -0.797685  -0.10
H -0.268682 -1.106802 1.280947  -0.09

Atoms 1-2, force components in eV/Å:
N 2.035 1.289 -2.572
O -0.405 -1.273 1.964


4.
C4H10N2OS | wB97M-V/def2-TZVPD

## Properties
- SMILES string: CCNC(=S)N(C)O
- Orbital gap: 0.340 Ha
- Net charge: 0

Each line ends with the Löwdin charge.
Positions of all 18 atoms, in Å:
C -2.665481 -0.260615 0.870089  -0.08
C -1.922411 0.598987 -0.148845  -0.27
C 0.301203 -0.323837 -0.341324  -0.87
C 0.747320 2.076640 -0.387225  -0.05
H -3.359072 0.460057 1.375946  0.09
H -1.918543 -0.600264 1.574100  0.07
H -3.213435 -1.086069 0.432371  0.07
H -1.448959 1.476080 0.301359  0.09
H -2.656811 1.032056 -0.850729  0.12
H -1.261285 -1.014598 -1.277328  0.10
H -0.007189 2.070459 -1.171683  0.09
H 0.442917 2.813179 0.409990  0.11
H 1.743333 2.470585 -0.803231  0.12
H 2.207572 -0.327284 0.990833  0.04
N -0.926481 -0.124259 -0.948081  -0.03
N 0.919432 0.762787 0.117054  -0.25
O 2.044291 0.641611 0.860574  -0.02
S 0.900169 -1.840240 -0.125326  0.66

Atoms 1-2, force components in eV/Å:
C 0.197 1.698 0.346
C -0.991 0.386 -1.071


5.
C8H9NO4 | wB97M-V/def2-TZVPD

## Properties
- SMILES string: O=C1CC[C@]2(O)N=CC[C@@]1(O)C2=O
- Orbital gap: 0.367 Ha
- Net charge: 0

Each line ends with the Löwdin charge.
Positions of all 22 atoms, in Å:
C -0.854962 -1.029545 -1.402472  -0.18
C 1.426425 -0.323247 0.636724  -0.36
C -1.272842 0.704273 0.139738  -0.49
C 0.528888 -0.693292 -1.596579  -0.07
C 0.278545 -0.973864 1.319246  -0.06
C -0.845543 0.040192 1.542074  -0.06
C 1.118387 0.342770 -0.621702  -0.38
C 0.080925 1.422345 -0.210136  -0.19
N -1.707963 -0.470053 -0.651534  0.15
O 2.583246 -0.481284 0.972423  0.14
O -2.292045 1.589605 0.339662  0.02
O 2.346518 0.904543 -1.119562  0.04
O 0.212649 2.610750 0.001901  0.16
H -1.208776 -1.743829 -2.253619  0.16
H 1.275474 -1.502516 -1.851030  0.17
H 0.594067 -0.037281 -2.538834  0.17
H 0.021749 -1.688536 0.579850  0.10
H 0.551379 -1.491506 2.274892  0.15
H -0.692797 0.907735 2.158976  0.13
H -1.805918 -0.329749 1.887584  0.12
H 2.732672 1.281217 -0.311822  0.11
H -3.070077 0.961278 0.704220  0.19

Atoms 1-2, force components in eV/Å:
C -2.223 -1.250 -2.103
C 1.907 -1.902 2.122


6.
C21H28CaN5O3 | wB97M-V/def2-TZVPD

## Properties
- Orbital gap: 0.211 Ha
- Net charge: +1

Each line ends with the Löwdin charge.
Positions of all 58 atoms, in Å:
Ca 0.071661 -0.792488 -0.766695  1.44
C 0.338223 -0.588034 5.366136  -0.09
O 0.349925 -0.432408 3.959443  -0.14
C 1.506997 0.091212 3.400637  -0.20
C 2.544686 0.596961 4.155547  -0.03
C 3.676397 1.117979 3.525005  -0.08
C 3.739100 1.119550 2.154388  -0.06
C 2.697084 0.607015 1.366164  -0.14
C 2.909282 0.682126 -0.082218  -0.08
N 2.112250 0.265298 -0.989705  -0.13
N 2.550534 0.459233 -2.300516  0.04
C 1.644953 0.098170 -3.178448  -0.49
O 0.465819 -0.369107 -2.910068  -0.26
C 2.025677 0.254946 -4.611772  -0.16
C 3.297064 0.691859 -4.980066  -0.03
C 3.624083 0.829762 -6.318680  -0.08
C 2.687306 0.534794 -7.301563  -0.09
C 1.420905 0.099539 -6.940073  -0.08
C 1.092677 -0.040908 -5.599535  -0.04
C 1.546579 0.073243 1.983691  -0.29
O 0.517970 -0.420365 1.320700  -0.31
H -0.602079 -1.078148 5.618729  0.08
H 0.391499 0.373532 5.882793  0.10
H 1.160296 -1.222377 5.703694  0.10
H 2.497985 0.602008 5.234200  0.10
H 4.489102 1.514811 4.116518  0.11
H 4.611409 1.521936 1.653819  0.11
H 3.843059 1.142608 -0.409822  0.12
H 4.015946 0.919374 -4.206346  0.10
H 4.613242 1.168375 -6.598272  0.10
H 2.946039 0.643326 -8.346947  0.10
H 0.689126 -0.132033 -7.703285  0.10
H 0.111141 -0.382268 -5.301050  0.10
N -3.717193 -0.301685 3.180037  0.24
C -2.389484 -0.317930 2.403776  -0.25
C -2.279631 -1.626455 1.641381  -0.09
C -3.048235 -1.702064 0.299648  -0.34
N -2.136122 -2.164017 -0.777714  -0.01
C -3.702635 -0.367707 -0.081561  -0.11
C -2.868025 0.890829 0.147821  -0.35
N -1.774406 0.948858 -0.837022  0.00
C -2.276297 0.954186 1.569961  -0.08
H -3.790119 -1.117522 3.789528  0.17
H -4.522826 -0.303195 2.553277  0.15
H -3.775946 0.535885 3.761124  0.17
H -1.609276 -0.298815 3.166972  0.13
H -2.562141 -2.456935 2.295137  0.13
H -1.207784 -1.747172 1.483085  0.10
H -3.861794 -2.424434 0.409593  0.14
H -2.584624 -2.055500 -1.682525  0.10
H -1.971763 -3.161774 -0.677067  0.10
H -4.640865 -0.264818 0.476412  0.11
H -4.022530 -0.407230 -1.126628  0.13
H -3.539464 1.744415 0.017402  0.14
H -1.275293 1.830626 -0.749937  0.11
H -2.139113 0.935591 -1.786064  0.10
H -2.689428 1.801820 2.123912  0.13
H -1.200924 1.125521 1.503075  0.11

Atoms 1-2, force components in eV/Å:
Ca -0.274 -0.168 -0.407
C 0.039 -0.010 -0.038


Calculated energy above the lowest of the compared OMol25 structures with the same formula, charge and spin (eV), listed in the same order as above: 0.225 0.536 2.441 2.427 0.602 0.000